[1]
The following is a quantum chemistry calculation of a molecular structure, C50H49BrClI2KN4O9P2, from the OMol25 dataset.

Each line ends with the Löwdin charge.
Atoms and positions in Å:
K (0.716, 3.162, 3.656)  0.7618
N (-1.585, 1.601, 2.670)  -0.0140
C (-2.064, 0.469, 3.436)  -0.2756
C (-1.175, 0.010, 4.577)  -0.2032
C (0.205, -0.555, 4.264)  -0.2668
N (1.003, 0.251, 3.328)  -0.0026
H (-2.129, 2.424, 2.765)  0.0303
H (-1.779, 1.325, 1.731)  0.0512
H (-2.123, -0.367, 2.674)  0.1284
H (-3.053, 0.733, 3.804)  0.1115
H (-1.773, -0.756, 5.092)  0.1090
H (-1.080, 0.893, 5.308)  0.1325
H (0.063, -1.571, 3.858)  0.1092
H (0.711, -0.648, 5.221)  0.0819
H (0.479, 0.463, 2.481)  0.0168
H (1.763, -0.297, 2.953)  0.0241
N (4.387, 0.861, 4.068)  -0.2959
N (5.133, 1.976, 3.603)  -0.0095
C (4.358, 3.228, 3.361)  -0.7154
O (4.989, 4.302, 3.405)  -0.0301
O (3.096, 3.034, 3.339)  -0.2724
H (4.933, 0.025, 3.856)  0.0522
H (3.524, 0.852, 3.536)  0.0219
H (5.858, 2.228, 4.307)  0.1227
C (-0.145, -0.891, -6.703)  -0.0052
C (-1.474, -0.983, -5.913)  -0.4255
C (-2.552, -1.482, -6.857)  -0.0436
C (-1.989, 0.355, -5.326)  -0.0836
C (-2.551, 1.238, -6.206)  -0.0768
C (-3.039, 2.451, -5.812)  -0.0595
C (-2.930, 2.859, -4.434)  -0.0551
C (-2.335, 2.020, -3.487)  -0.3017
P (-2.640, 2.256, -1.714)  1.1285
C (-1.089, 2.981, -0.994)  -0.3659
C (0.196, 2.687, -1.481)  -0.0400
C (1.307, 3.281, -0.760)  -0.0544
C (1.143, 4.015, 0.416)  -0.0773
C (-0.179, 4.246, 0.781)  -0.1275
C (-1.262, 3.771, 0.114)  -0.1550
C (-3.796, 3.701, -1.795)  -0.3705
C (-5.132, 3.288, -2.062)  -0.1138
C (-6.136, 4.257, -2.112)  -0.1113
C (-5.942, 5.607, -1.824)  -0.0670
C (-4.591, 5.956, -1.478)  -0.0775
C (-3.565, 5.080, -1.544)  -0.0963
C (-1.861, 0.785, -3.973)  -0.1691
O (-1.112, -0.063, -3.161)  -0.0242
C (-1.154, -1.428, -3.466)  -0.1734
C (-0.800, -2.282, -2.405)  -0.2600
C (-0.686, -3.671, -2.575)  -0.0772
C (-0.730, -4.175, -3.873)  -0.0762
C (-0.987, -3.273, -4.885)  -0.0626
C (-1.241, -1.931, -4.758)  -0.1231
P (-0.582, -1.497, -0.739)  1.1242
C (-0.791, -3.030, 0.278)  -0.3891
C (0.227, -3.564, 1.010)  -0.1051
C (-0.083, -4.545, 1.885)  -0.0737
C (-1.426, -4.947, 2.132)  -0.0750
C (-2.428, -4.349, 1.389)  -0.1324
C (-2.146, -3.426, 0.437)  -0.1256
C (1.194, -1.195, -0.692)  -0.3845
C (2.153, -1.994, -1.298)  -0.0750
C (3.496, -1.869, -0.913)  -0.0670
C (3.836, -0.879, -0.042)  -0.0953
C (2.929, -0.040, 0.509)  -0.0838
C (1.605, -0.217, 0.233)  -0.1120
H (-0.282, -0.027, -7.360)  0.0818
H (0.030, -1.810, -7.279)  0.0882
H (0.683, -0.730, -6.006)  0.0981
H (-2.512, -0.914, -7.760)  0.0642
H (-3.528, -1.306, -6.446)  0.0939
H (-2.404, -2.525, -7.104)  0.0770
H (-2.483, 1.058, -7.292)  0.1199
H (-3.509, 3.144, -6.451)  0.0813
H (-3.262, 3.874, -4.140)  0.1108
H (0.231, 2.075, -2.327)  0.0691
H (2.295, 2.977, -0.971)  0.0843
H (2.054, 4.409, 0.807)  0.1031
H (-0.417, 4.860, 1.689)  0.1018
H (-2.252, 4.110, 0.442)  0.1051
H (-5.236, 2.223, -2.238)  0.0894
H (-7.177, 3.968, -2.304)  0.0955
H (-6.794, 6.286, -1.684)  0.1015
H (-4.505, 6.981, -1.151)  0.1019
H (-2.577, 5.392, -1.346)  0.0905
H (-0.326, -4.283, -1.798)  0.0892
H (-0.448, -5.214, -4.142)  0.1126
H (-1.012, -3.752, -5.894)  0.1203
H (1.237, -3.082, 0.980)  0.1099
H (0.621, -4.953, 2.600)  0.1064
H (-1.750, -5.611, 2.904)  0.0865
H (-3.503, -4.591, 1.511)  0.1085
H (-2.966, -3.000, -0.179)  0.1155
H (1.876, -2.762, -2.003)  0.0970
H (4.189, -2.510, -1.375)  0.0896
H (4.840, -0.803, 0.273)  0.1036
H (3.300, 0.657, 1.244)  0.1098
H (0.858, 0.510, 0.594)  0.0902
I (3.535, 0.977, 6.171)  0.5445
I (2.191, 0.910, 9.037)  -0.4545
O (-3.901, 5.128, 4.793)  -0.3657
Cl (-3.761, 5.317, 3.375)  0.5978
O (-3.928, 4.058, 2.758)  -0.3838
O (-4.752, 6.264, 2.878)  -0.3834
O (-2.461, 5.796, 3.010)  -0.3876
Br (6.415, -3.365, 5.186)  0.7305
C (5.834, -4.372, 3.644)  -0.5563
C (6.234, -5.726, 3.691)  -0.1654
C (5.791, -6.559, 2.724)  -0.1239
C (4.944, -6.078, 1.705)  -0.0827
C (4.458, -4.784, 1.803)  -0.0472
C (4.892, -3.881, 2.748)  -0.1640
C (4.326, -2.451, 2.763)  -0.6926
O (5.223, -1.624, 2.972)  -0.0787
O (3.116, -2.310, 2.560)  0.0025
H (6.827, -6.002, 4.584)  0.0879
H (6.088, -7.574, 2.703)  0.0810
H (4.649, -6.777, 0.921)  0.0947
H (3.835, -4.347, 0.984)  0.1217

Calculated values
E = -210699.1159 eV
charge = -2
Kohn-Sham gap = 6.8 eV
HOMO level = -3.79 eV

[2]
The following is a quantum chemistry calculation of 9 unconnected molecules or ions with the total composition C50H50BrF3N8O3S, from the OMol25 dataset.

Each line ends with the Löwdin charge.
Atoms and positions in Å:
O (3.064, 1.990, 3.940)  0.0633
C (2.995, 0.802, 4.002)  -0.7392
Br (3.611, -0.115, 5.658)  0.6633
C (2.490, -0.113, 2.900)  -0.1542
C (3.180, 0.055, 1.555)  -0.2850
C (3.249, 1.474, 0.951)  -0.1346
O (4.611, 1.884, 1.053)  0.0094
C (5.256, 0.976, 1.857)  -0.4608
O (6.020, 1.272, 2.729)  0.1851
C (4.687, -0.362, 1.431)  -0.5477
S (4.782, -0.728, -0.395)  0.9207
C (5.041, -1.662, 2.144)  -0.1607
C (6.512, -1.958, 2.537)  -0.0780
C (7.603, -1.080, 2.036)  -0.2181
F (8.493, -0.685, 2.977)  0.0775
C (7.833, -0.629, 0.798)  -0.3365
F (7.723, -1.329, -0.319)  0.0849
F (8.203, 0.628, 0.569)  0.1414
H (2.513, -1.145, 3.220)  0.0880
H (1.436, 0.120, 2.757)  0.1220
H (2.685, -0.661, 0.906)  0.1169
H (2.853, 1.557, -0.050)  0.1235
H (2.626, 2.108, 1.575)  0.1214
H (5.624, 0.223, -0.838)  -0.0926
H (4.685, -2.478, 1.525)  0.1008
H (4.450, -1.742, 3.052)  0.0863
H (6.581, -1.960, 3.619)  0.1239
H (6.745, -2.984, 2.252)  0.1239
C (-2.832, -2.541, 4.466)  -0.0716
C (-2.596, -3.093, 3.219)  -0.0611
C (-1.418, -2.766, 2.563)  -0.1448
N (-0.498, -1.947, 3.068)  0.0588
C (-0.745, -1.426, 4.271)  -0.1709
C (-1.886, -1.687, 5.010)  -0.0875
H (-3.740, -2.770, 5.008)  0.1077
H (-3.309, -3.763, 2.758)  0.0911
H (-1.193, -3.176, 1.587)  0.0718
H (0.027, -0.760, 4.647)  0.0913
H (-2.033, -1.235, 5.979)  0.0986
C (9.571, 0.455, -4.838)  -0.0803
C (8.572, 1.087, -5.560)  -0.0707
C (7.318, 1.209, -4.981)  -0.1520
N (7.016, 0.749, -3.768)  0.0569
C (7.989, 0.142, -3.088)  -0.1485
C (9.276, -0.029, -3.573)  -0.0652
H (10.564, 0.340, -5.254)  0.1036
H (8.756, 1.479, -6.550)  0.0863
H (6.511, 1.700, -5.512)  0.0923
H (7.713, -0.223, -2.110)  0.0646
H (10.026, -0.529, -2.975)  0.1025
C (-3.983, 3.692, 5.101)  -0.0800
C (-2.773, 3.119, 4.744)  -0.0664
C (-2.664, 1.737, 4.783)  -0.1450
N (-3.655, 0.927, 5.148)  0.0655
C (-4.810, 1.495, 5.489)  -0.1545
C (-5.027, 2.864, 5.481)  -0.0790
H (-4.111, 4.767, 5.083)  0.1052
H (-1.932, 3.728, 4.442)  0.1027
H (-1.737, 1.246, 4.508)  0.0904
H (-5.597, 0.808, 5.780)  0.1055
H (-5.989, 3.270, 5.763)  0.1018
C (-0.429, -4.279, -3.072)  -0.0818
C (0.311, -4.094, -1.914)  -0.0728
C (-0.182, -3.224, -0.955)  -0.1709
N (-1.325, -2.552, -1.078)  0.0580
C (-2.026, -2.742, -2.197)  -0.1518
C (-1.623, -3.591, -3.218)  -0.0681
H (-0.080, -4.950, -3.846)  0.1043
H (1.247, -4.612, -1.758)  0.1004
H (0.362, -3.048, -0.032)  0.0917
H (-2.953, -2.182, -2.269)  0.0760
H (-2.232, -3.708, -4.104)  0.1023
C (-8.761, 2.772, 3.056)  -0.0795
C (-7.544, 2.212, 2.704)  -0.0757
C (-7.421, 0.832, 2.740)  -0.1495
N (-8.407, 0.010, 3.096)  0.0511
C (-9.570, 0.566, 3.432)  -0.1474
C (-9.799, 1.933, 3.429)  -0.0691
H (-8.899, 3.846, 3.041)  0.1053
H (-6.707, 2.831, 2.409)  0.1029
H (-6.487, 0.350, 2.470)  0.1035
H (-10.354, -0.127, 3.719)  0.1079
H (-10.766, 2.328, 3.710)  0.1019
C (6.712, 5.533, -8.679)  -0.0807
C (7.879, 4.871, -9.023)  -0.0733
C (7.904, 3.489, -8.921)  -0.1615
N (6.870, 2.757, -8.508)  0.0533
C (5.757, 3.412, -8.181)  -0.1604
C (5.625, 4.790, -8.249)  -0.0725
H (6.650, 6.612, -8.745)  0.1052
H (8.751, 5.413, -9.362)  0.1010
H (8.797, 2.931, -9.182)  0.1021
H (4.933, 2.792, -7.846)  0.1030
H (4.696, 5.267, -7.971)  0.1011
C (-6.743, -4.057, 1.435)  -0.0811
C (-7.377, -2.899, 1.853)  -0.0707
C (-8.734, -2.764, 1.603)  -0.1520
N (-9.465, -3.689, 0.978)  0.0518
C (-8.838, -4.796, 0.582)  -0.1641
C (-7.487, -5.029, 0.785)  -0.0790
H (-5.685, -4.200, 1.612)  0.0913
H (-6.837, -2.115, 2.363)  0.0804
H (-9.265, -1.878, 1.914)  0.0729
H (-9.457, -5.528, 0.076)  0.0997
H (-7.031, -5.949, 0.443)  0.0985
C (-4.741, 2.460, -3.041)  -0.0824
C (-3.528, 1.916, -3.429)  -0.0715
C (-3.392, 0.536, -3.414)  -0.1532
N (-4.362, -0.299, -3.046)  0.0486
C (-5.521, 0.243, -2.674)  -0.1482
C (-5.762, 1.608, -2.655)  -0.0740
H (-4.888, 3.533, -3.040)  0.1043
H (-2.704, 2.545, -3.736)  0.1012
H (-2.460, 0.068, -3.711)  0.1021
H (-6.291, -0.460, -2.377)  0.1052
H (-6.725, 1.990, -2.346)  0.1004

Calculated values
E = -159750.5345 eV
SMILES = O=C(Br)C[C@H]1COC(=O)[C@@]1(S)CCC(F)=C(F)F.c1ccncc1.c1ccncc1.c1ccncc1.c1ccncc1.c1ccncc1.c1ccncc1.c1ccncc1.c1ccncc1
Kohn-Sham gap = 9.0 eV
HOMO level = -8.71 eV